<A>
Computed, not measured: a cluster of 2 separate species, C5H13NO2 in total, with wB97M-V/def2-TZVPD.

XYZ file:
```
21
C5H13NO2 wB97M-V/def2-TZVPD
C 0.70 -0.73 2.60
C -0.18 0.16 1.75
O -0.56 1.24 2.14
N -0.49 -0.32 0.51
C -1.15 0.61 -0.45
C -1.86 -0.26 -1.48
C -0.08 1.50 -1.05
H 1.41 -0.06 3.09
H 0.14 -1.29 3.34
H 1.27 -1.46 2.02
H 0.20 -0.91 0.07
H -1.84 1.13 0.18
H -1.80 -1.35 -1.39
H -2.86 0.07 -1.76
H -1.28 -0.26 -2.42
H 0.49 1.88 -0.23
H -0.36 2.45 -1.51
H 0.67 0.98 -1.64
O 2.69 -1.05 -1.55
H 2.44 -0.39 -0.91
H 2.44 -1.95 -1.33
```

Summary:
HOMO energy, Ha: -0.358
Net charge: 0
Orbital gap, eV: 10.208
SMILES string: CC(=O)NC(C)C.O



<B>
Computed, not measured: a structure of composition C5H13NO2, with wB97M-V/def2-TZVPD.

XYZ file:
```
21
C5H13NO2 wB97M-V/def2-TZVPD
C 1.47 -1.03 0.04
C -0.49 0.66 0.71
C 2.27 -0.87 1.29
N 0.75 -2.06 -0.26
O 0.47 1.71 0.67
H 0.06 2.54 0.94
H 1.62 -0.30 -0.74
H 0.61 -2.74 0.48
H -0.31 -1.75 -0.87
H -1.48 1.03 0.99
H -0.27 -0.07 1.49
H 2.23 0.17 1.61
H 1.92 -1.52 2.09
H 3.32 -1.11 1.08
C -2.21 1.20 -1.33
C -1.04 0.26 -1.10
O -1.29 -1.01 -1.30
H -0.12 0.64 -1.57
H -3.08 0.85 -0.77
H -1.96 2.22 -1.04
H -2.46 1.19 -2.39
```

Summary:
HOMO energy, Ha: -0.282
Net charge: 0
Orbital gap, eV: 8.245



<C>
Computed, not measured: a cluster of 3 separate species, C5H13NO2 in total, with wB97M-V/def2-TZVPD.

XYZ file:
```
21
C5H13NO2 wB97M-V/def2-TZVPD
C 0.11 0.11 3.03
C 0.38 -0.78 2.08
C 0.09 -0.59 0.68
C 0.17 -1.51 -0.29
N -0.41 -1.32 -1.55
C 0.20 -1.97 -2.68
H 0.09 -0.07 4.10
H -0.18 1.12 2.79
H 0.64 -1.81 2.35
H -0.11 0.41 0.32
H 0.32 -2.56 -0.07
H -0.65 -0.37 -1.79
H 0.37 -3.03 -2.47
H -0.45 -2.08 -3.54
H 1.16 -1.59 -3.09
O 0.80 2.42 0.61
H 0.75 3.33 0.95
H 1.37 2.38 -0.18
O -1.56 2.46 -0.73
H -1.98 3.28 -0.62
H -1.11 2.18 0.09
```

Summary:
HOMO energy, Ha: -0.272
Net charge: 0
Orbital gap, eV: 7.895
SMILES string: C=C/C=C/NC.O.O



Most stable one: <A>, least stable one: <B>.



<A>
Computed, not measured: a cluster of 2 separate species, C5H13NO2 in total, with wB97M-V/def2-TZVPD.

XYZ file:
```
21
C5H13NO2 wB97M-V/def2-TZVPD
C 1.38 -1.93 1.76
C 1.16 -0.49 1.34
C -0.26 0.10 1.68
N -0.49 1.27 0.87
C -1.12 0.96 -0.39
C -0.61 1.95 -1.45
O -1.02 1.80 -2.58
H 2.20 -2.16 2.47
H 1.53 -2.58 0.91
H 0.65 -2.40 2.46
H 1.25 -0.36 0.27
H 1.80 0.13 1.98
H -0.22 0.35 2.79
H -1.07 -0.64 1.67
H -0.92 2.09 1.32
H -2.23 0.95 -0.51
H -0.64 0.01 -0.72
H 0.17 2.68 -1.21
O 0.59 -2.30 -1.47
H -0.30 -2.63 -1.26
H 1.18 -3.05 -1.60
```

Summary:
HOMO energy, Ha: -0.329
Net charge: 0
Orbital gap, eV: 9.637
SMILES string: CCCNCC=O.O



<B>
Computed, not measured: a cluster of 2 separate species, C5H13NO2 in total, with wB97M-V/def2-TZVPD.

XYZ file:
```
21
C5H13NO2 wB97M-V/def2-TZVPD
C -1.48 1.20 1.16
N -0.74 1.04 -0.10
C -0.47 -0.32 -0.53
C 0.08 -1.31 0.50
C 0.54 -0.17 -1.70
C 0.55 -1.34 -2.64
O -0.27 -2.22 -2.60
H -2.20 0.40 1.27
H -2.17 2.03 1.00
H -0.81 1.53 1.94
H 0.08 1.63 -0.11
H -1.33 -0.74 -1.05
H 0.27 -0.84 1.46
H -0.66 -2.09 0.71
H 0.96 -1.87 0.18
H 0.21 0.71 -2.24
H 1.54 -0.11 -1.27
H 1.35 -1.42 -3.40
O 1.59 1.41 2.09
H 0.86 0.87 2.43
H 2.10 1.61 2.88
```

Summary:
HOMO energy, Ha: -0.315
Net charge: 0
Orbital gap, eV: 9.214
SMILES string: CN[C@H](C)CC=O.O



Most stable one: <B>, least stable one: <A>.